162
Properties=species:S:1:pos:R:3:lowdin_charge:R:1 method="wB97M-V/def2-TZVPD" homo_energy_ev=-4.29 multiplicity=1 total_charge=-3 max_force_ev_per_a=4.788 total_energy_ha=-11995.3121 lumo_ev=3.29
C -1.8052 -4.4507 1.3748 -0.01
C -0.6690 -3.5565 0.8691 -0.26
C -1.2037 -2.3737 -0.0487 -0.10
O -0.1462 -1.4166 0.0450 -0.22
C -0.4163 -0.1119 -0.2584 -0.11
N -0.1293 -2.8552 2.0687 0.22
H -0.7840 -2.2405 2.5268 0.11
H 0.1717 -3.5049 2.7583 0.10
H 0.7097 -2.2835 1.9010 0.15
H -1.3422 -5.2286 2.0127 0.08
H -2.2364 -4.9971 0.5342 0.09
H -2.5636 -3.8674 1.9094 0.07
H 0.1288 -4.1019 0.3851 0.14
H -2.1385 -2.0669 0.4100 0.13
H -1.3622 -2.7214 -1.0697 0.12
H -0.9037 -0.0524 -1.2513 0.09
H 0.5169 0.4519 -0.3527 0.09
H -1.0977 0.3395 0.4678 0.09
C 1.2478 -1.9675 -3.3300 -0.08
C 2.7133 -2.1404 -2.9360 -0.22
C 3.0966 -1.2252 -1.8087 -0.14
N 4.5779 -0.9870 -1.6070 -0.23
C 5.3208 -2.1243 -1.0396 0.02
C 4.7698 0.2734 -0.7093 -0.04
C 5.3956 1.4421 -1.6321 -0.13
C 6.1150 0.6663 -2.6556 -0.19
C 5.1905 -0.5476 -2.9752 -0.06
H 0.5967 -2.3839 -2.5662 0.05
H 1.0076 -2.4930 -4.2967 0.10
H 0.9721 -0.9422 -3.5408 0.08
H 3.3601 -1.9302 -3.7666 0.09
H 2.8828 -3.1685 -2.6210 0.12
H 2.6213 -1.5547 -0.8776 0.14
H 2.6846 -0.2135 -1.9397 0.13
H 6.3615 -1.7775 -1.1235 0.11
H 5.1979 -2.9837 -1.6314 0.09
H 4.9860 -2.3060 -0.0616 0.07
H 5.4806 0.0676 0.1211 0.10
H 3.8308 0.5093 -0.1767 0.13
H 6.0742 2.1002 -1.0903 0.12
H 4.5813 2.0502 -2.0559 0.12
H 7.0879 0.3420 -2.2950 0.12
H 6.2907 1.1736 -3.5834 0.11
H 5.7447 -1.3835 -3.3612 0.13
H 4.3442 -0.1653 -3.5369 0.13
C -1.8290 3.7668 0.7445 -0.07
C -2.3084 5.0533 1.4827 -0.21
C -1.6246 6.2132 0.8784 -0.17
N -2.2582 7.5474 1.0712 -0.26
C -2.1069 7.9252 2.5515 0.03
C -3.7424 7.5945 0.7914 -0.09
C -4.0754 8.9357 0.0875 -0.10
C -2.7582 9.7590 0.2798 -0.12
C -1.6316 8.6306 0.2724 -0.08
H -2.2604 2.8446 1.1976 0.07
H -0.7232 3.5749 0.7545 0.10
H -2.2060 3.7572 -0.2615 0.06
H -2.0092 4.9591 2.5445 0.11
H -3.4333 5.1182 1.4093 0.14
H -1.3873 6.0725 -0.1642 0.11
H -0.6413 6.3854 1.3069 0.14
H -2.8435 8.6683 2.8995 0.11
H -1.0617 8.1768 2.7415 0.11
H -2.3049 7.0163 3.0919 0.09
H -4.2349 7.4735 1.7646 0.13
H -3.9409 6.7703 0.1307 0.11
H -4.9489 9.4426 0.5108 0.11
H -4.1791 8.7308 -0.9850 0.11
H -2.8038 10.2728 1.2133 0.08
H -2.4943 10.4282 -0.5241 0.11
H -0.6252 8.9722 0.5674 0.14
H -1.5862 8.2831 -0.7482 0.12
C -3.7184 -0.3884 -3.1239 -0.67
F -3.4125 0.7614 -3.7106 0.13
F -2.7378 -1.2192 -3.4972 0.12
F -3.5393 -0.2373 -1.7724 0.08
S -5.3512 -1.0073 -3.4877 0.56
O -5.2154 -1.6879 -4.7368 -0.27
O -5.6809 -1.7726 -2.3285 -0.28
N -6.3022 0.2934 -3.5789 -0.30
S -6.7855 1.0739 -2.2801 0.61
O -8.0440 0.5875 -1.7278 -0.32
O -5.7754 1.4780 -1.3057 -0.32
C -7.1284 2.7869 -2.9500 -0.68
F -5.8655 3.2810 -3.2079 0.07
F -7.8251 2.8320 -4.0902 0.12
F -7.7308 3.5249 -2.0860 0.17
C -1.8230 8.1556 -5.9363 -0.64
F -0.7929 7.4292 -6.3723 0.12
F -1.6360 9.3601 -6.5860 0.06
F -2.9222 7.6774 -6.4864 0.14
S -1.9887 8.3722 -4.0806 0.53
O -0.9955 9.3277 -3.6889 -0.31
O -3.4073 8.6228 -3.9351 -0.30
N -1.4902 6.9881 -3.5828 -0.31
S -2.6349 5.8484 -3.3184 0.61
O -2.9393 5.7446 -1.9111 -0.31
O -3.7633 5.7656 -4.1617 -0.25
C -1.4599 4.4118 -3.7073 -0.64
F -0.3734 4.5309 -2.9387 0.12
F -2.0780 3.2510 -3.5019 0.15
F -1.1409 4.4800 -5.0244 0.11
C 5.2723 -7.3428 4.9009 -0.67
F 5.7943 -6.1781 4.5186 0.13
F 5.5030 -8.2956 3.9574 0.10
F 5.9116 -7.7314 6.0003 0.13
S 3.4628 -7.2740 5.1882 0.57
O 3.0664 -8.6647 5.1779 -0.29
O 3.3041 -6.5504 6.4057 -0.28
N 3.0426 -6.4785 3.8990 -0.29
S 1.5215 -6.2351 3.6473 0.59
O 0.6936 -6.2555 4.8523 -0.30
O 1.4127 -5.1826 2.6824 -0.30
C 0.8507 -7.7156 2.7799 -0.75
F 1.7345 -8.1770 1.9184 0.14
F 0.5891 -8.7031 3.5664 0.17
F -0.2424 -7.4703 2.0764 0.14
C -0.6373 1.9178 4.0894 -0.58
F 0.4192 2.7348 3.6586 0.04
F -1.2162 2.6396 5.0937 0.09
F -1.5215 1.8535 3.0802 0.10
S 0.1056 0.3562 4.6937 0.54
O 1.2471 0.1456 3.8763 -0.26
O 0.1141 0.6501 6.0856 -0.28
N -1.0224 -0.6995 4.3941 -0.30
S -2.2524 -0.8560 5.4981 0.61
O -1.9516 -1.5986 6.6621 -0.26
O -3.1348 0.2616 5.6148 -0.28
C -3.2259 -1.9819 4.4023 -0.64
F -4.4164 -2.1745 4.9642 0.13
F -3.5100 -1.3608 3.2164 0.09
F -2.5676 -3.1503 4.1885 0.10
C 7.8175 -3.1079 2.2874 -0.72
F 7.7077 -3.5879 3.5038 0.15
F 9.1264 -3.0455 2.0496 0.12
F 7.3138 -3.8910 1.3836 0.17
S 7.0452 -1.3706 2.2931 0.58
O 7.5313 -0.8882 3.5473 -0.28
O 7.3985 -0.7958 1.0216 -0.33
N 5.5454 -1.7727 2.2634 -0.33
S 4.3250 -1.0226 2.9181 0.63
O 4.6973 0.2503 3.5296 -0.31
O 3.2434 -1.1233 1.9505 -0.34
C 3.6925 -2.0395 4.4850 -0.68
F 2.5573 -2.6178 4.2444 0.16
F 4.5790 -2.9904 4.7278 0.14
F 3.6135 -1.2050 5.4948 0.16
C -2.4396 -5.0898 -5.1382 -0.60
F -1.5908 -4.4089 -5.9750 0.08
F -3.6762 -4.4740 -5.1062 0.09
F -2.6617 -6.2643 -5.7269 0.11
S -1.6671 -5.1821 -3.4556 0.56
O -0.9332 -4.0119 -3.3109 -0.28
O -2.7834 -5.4659 -2.6491 -0.26
N -0.6354 -6.4438 -3.8727 -0.29
S 0.0399 -7.0832 -2.5376 0.57
O 1.1477 -7.9049 -2.7826 -0.28
O 0.0518 -6.1316 -1.4311 -0.32
C -1.2711 -8.4283 -2.1804 -0.69
F -1.4755 -9.2164 -3.2344 0.12
F -0.8819 -9.1977 -1.1749 0.13
F -2.4486 -7.9091 -1.8918 0.12



89
Properties=species:S:1:pos:R:3:lowdin_charge:R:1 method="wB97M-V/def2-TZVPD" homo_energy_ev=-9.24 de_lowest_kcal_mol=180.2 multiplicity=1 max_force_ev_per_a=3.375 total_energy_ha=-1925.0863 lumo_ev=-1.46
C 17.2500 15.1955 9.1834 0.03
C 18.0088 14.0831 9.0972 0.03
C 17.6731 12.7658 9.7463 -0.35
O 18.4298 11.8035 9.7779 0.10
C 16.4510 12.8848 10.6096 0.01
C 15.6904 13.9689 10.7333 0.02
C 15.9242 15.2044 9.8983 -0.39
O 15.1145 16.0504 9.7430 0.12
H 17.5056 16.0493 8.5694 0.12
H 18.9501 14.1095 8.6032 0.09
H 16.2400 11.9724 11.1608 0.11
H 14.8664 13.9828 11.4255 0.11
C 13.0154 8.3621 10.3243 0.03
C 12.7864 9.6905 10.2590 0.04
C 13.2726 10.6579 11.2939 -0.37
O 13.2042 11.8334 11.1333 0.10
C 13.8938 9.9883 12.5286 0.01
C 14.1525 8.7016 12.5709 0.02
C 13.7287 7.7205 11.4582 -0.36
O 13.9808 6.5438 11.5006 0.11
H 12.7077 7.8043 9.4601 0.12
H 12.2728 10.0374 9.3923 0.10
H 14.2166 10.6145 13.3435 0.11
H 14.7323 8.2919 13.3617 0.11
C 22.3050 16.9588 6.8082 -0.15
C 22.6087 15.5732 6.1825 -0.14
C 21.4850 14.6488 6.8059 -0.15
O 20.6812 15.5245 7.6576 -0.19
C 20.7931 16.8247 7.0831 -0.20
H 22.5458 17.7316 6.0960 0.10
H 22.8479 17.1153 7.7446 0.10
H 23.6232 15.2407 6.4073 0.10
H 22.5190 15.6305 5.0775 0.11
H 21.8661 13.8159 7.4218 0.12
H 20.8983 14.1717 6.0269 0.10
H 20.3328 17.5377 7.7308 0.10
H 20.2978 16.8660 6.1103 0.12
C 12.2374 16.0284 5.9744 -0.18
C 13.5178 15.4557 6.6025 -0.14
C 12.8926 14.7869 7.8569 -0.23
O 11.7439 14.1365 7.3803 -0.18
C 11.1804 14.9745 6.3034 -0.15
H 12.2651 16.1225 4.8774 0.11
H 11.9868 16.9745 6.4234 0.10
H 14.3289 16.1548 6.8289 0.11
H 13.8619 14.7276 5.8647 0.11
H 12.6406 15.5401 8.6328 0.13
H 13.5750 14.0432 8.2870 0.10
H 10.2514 15.4905 6.6363 0.12
H 10.9996 14.3354 5.4408 0.11
C 19.8942 17.0729 10.6259 -0.17
C 21.0793 16.1429 10.9381 -0.16
C 22.3613 16.9814 10.8005 -0.17
O 21.8647 18.1612 10.1667 -0.15
C 20.5730 18.4222 10.6281 -0.23
H 19.0090 16.8873 11.3076 0.13
H 19.5114 16.7735 9.6481 0.06
H 21.0050 15.2618 10.2534 0.10
H 20.8828 15.6828 11.9341 0.11
H 23.1362 16.5609 10.1898 0.10
H 22.8029 17.2635 11.7721 0.12
H 20.1519 19.2411 10.0481 0.12
H 20.5301 18.8032 11.6475 0.12
C 14.8049 10.2247 7.0529 -0.16
C 14.0607 11.5068 7.3846 -0.15
C 12.5825 11.2392 6.8691 -0.21
O 12.4263 9.8565 6.8775 -0.14
C 13.6901 9.3929 6.4240 -0.21
H 15.2939 9.8151 7.9198 0.10
H 15.5300 10.4457 6.2989 0.10
H 14.5343 12.3657 6.9014 0.10
H 14.0408 11.6933 8.4462 0.07
H 12.5852 11.6014 5.8174 0.13
H 11.8451 11.7658 7.4496 0.10
H 13.7263 9.5402 5.3347 0.12
H 13.8711 8.3379 6.7109 0.13
C 9.6788 14.0242 12.5694 -0.19
C 10.4222 14.5574 11.3685 -0.16
C 9.9099 13.6557 10.1937 -0.18
O 8.7539 12.9823 10.7156 -0.15
C 8.3833 13.5376 11.9890 -0.21
H 9.4779 14.8878 13.2259 0.12
H 10.2228 13.2565 13.1176 0.11
H 11.5077 14.4507 11.5097 0.10
H 10.1788 15.5930 11.1278 0.11
H 10.6750 12.9656 9.7744 0.11
H 9.5748 14.2490 9.3273 0.11
H 7.9024 12.7100 12.5385 0.12
H 7.6703 14.3580 11.9204 0.11



102
Properties=species:S:1:pos:R:3:lowdin_charge:R:1 method="wB97M-V/def2-TZVPD" homo_energy_ev="-5.70 / -5.71" s_squared=0.753 de_lowest_kcal_mol=61.8 multiplicity=2 total_charge=-1 max_force_ev_per_a=3.073 total_energy_ha=-5998.6360 lumo_ev="2.26 / 1.56"
Ca 0.6516 0.6889 0.5992 1.25
C -3.5701 1.0585 -1.7087 -0.05
C -3.3582 1.6395 -0.3574 -0.36
C -4.3392 2.1773 0.4930 -0.03
C -3.6339 2.6456 1.5738 -0.08
N -2.3261 2.4002 1.3570 0.00
N -2.1609 1.7657 0.1933 0.11
B -1.1891 2.8985 2.2699 -0.68
N 0.0202 3.3603 1.4536 0.00
C 0.7668 4.4381 1.7558 -0.06
C 1.5628 4.7244 0.6739 -0.01
C 1.2477 3.7368 -0.2681 -0.35
C 1.7980 3.5738 -1.6408 -0.04
N 0.3278 2.9256 0.2271 -0.04
N -0.8197 1.7865 3.2415 0.01
C -0.9135 1.7323 4.5779 -0.06
C -0.5281 0.4737 4.9764 -0.02
C -0.1982 -0.1929 3.7888 -0.34
C 0.3222 -1.5804 3.6579 -0.03
N -0.3922 0.6141 2.7557 0.01
N -1.7282 4.1675 2.9526 -0.03
C -2.1153 5.2514 2.2463 -0.09
C -2.5053 6.2241 3.1366 -0.03
C -2.3167 5.6369 4.3974 -0.37
C -2.5666 6.2351 5.7387 -0.05
N -1.8525 4.4053 4.2595 0.11
H -4.1899 1.7237 -2.3093 0.08
H -2.6120 0.9255 -2.2003 0.00
H -4.0707 0.0933 -1.6417 0.06
H -5.3973 2.2240 0.3307 0.09
H -3.9764 3.1355 2.4644 0.12
H 0.6833 4.9301 2.7058 0.13
H 2.2729 5.5210 0.5774 0.10
H 2.0857 4.5382 -2.0592 0.08
H 2.6780 2.9341 -1.5781 0.06
H 1.0514 3.0960 -2.2736 0.05
H -1.2344 2.5839 5.1402 0.09
H -0.4854 0.0886 5.9767 0.09
H 0.6292 -1.9489 4.6344 0.08
H -0.4356 -2.2480 3.2468 0.06
H 1.1796 -1.5589 2.9887 0.05
H -2.0858 5.2576 1.1747 0.13
H -2.8697 7.2089 2.9209 0.09
H -2.9309 7.2536 5.6290 0.07
H -3.3038 5.6494 6.2860 0.07
H -1.6479 6.2461 6.3227 0.07
C -1.8071 -4.5363 -1.5803 -0.19
Si -3.0409 -3.0603 -1.5524 0.47
C -2.8634 -2.2189 -3.2606 -0.19
C -4.7796 -3.8540 -1.3893 -0.19
C -2.7449 -1.8904 -0.1631 -0.05
H -1.9396 -5.1496 -2.4660 0.02
H -1.9356 -5.1779 -0.7147 0.02
H -0.7862 -4.1712 -1.5766 -0.01
H -2.5669 -2.9118 -4.0433 0.02
H -2.1159 -1.4337 -3.2048 -0.05
H -3.7930 -1.7538 -3.5703 0.02
H -4.9795 -4.5686 -2.1830 0.02
H -5.5559 -3.0959 -1.4286 0.02
H -4.8866 -4.3780 -0.4438 0.02
H -3.4107 -1.7922 0.6781 0.01
H -1.9659 -1.1424 -0.2101 -0.02
C 2.0456 -4.0981 -3.3935 -0.07
C 1.6787 -2.7801 -4.0602 -0.23
N 1.1133 -1.8753 -3.0851 0.00
C 1.2370 -0.5289 -3.0139 -0.82
S -0.1315 0.3462 -2.6168 0.69
N 2.3508 0.1377 -3.3490 0.01
C 3.7280 -0.3162 -3.2775 -0.24
C 4.4669 0.0433 -4.5631 -0.08
H 2.4647 -4.7873 -4.1235 0.07
H 1.1612 -4.5505 -2.9510 0.06
H 2.7706 -3.9232 -2.6023 0.06
H 0.9426 -2.9587 -4.8604 0.12
H 2.5563 -2.3266 -4.5167 0.10
H 0.2257 -2.1850 -2.7097 0.09
H 2.2620 1.1198 -3.1122 0.10
H 3.7545 -1.3905 -3.1016 0.10
H 4.2125 0.1704 -2.4217 0.12
H 4.0118 -0.4452 -5.4232 0.06
H 5.5056 -0.2653 -4.4876 0.07
H 4.4340 1.1167 -4.7328 0.07
O 3.2181 2.1110 1.6011 -0.44
Se 3.2697 0.6999 0.8586 0.63
O 4.7550 0.1978 0.5697 -0.45
O 2.3683 -0.3715 1.6917 -0.56
O 2.4491 0.8191 -0.5745 -0.65
N 0.7617 -4.2670 1.0996 0.14
C 0.0313 -3.1687 0.7532 -0.22
N 0.7133 -2.2771 0.1052 0.13
C 1.9923 -2.7758 0.0244 -0.24
C 3.1498 -2.2274 -0.5152 -0.06
C 4.3071 -2.9716 -0.4459 -0.08
C 4.3331 -4.2406 0.1369 -0.10
C 3.2014 -4.7958 0.7005 -0.03
C 2.0375 -4.0446 0.6429 -0.20
H 0.4476 -5.0693 1.6156 0.15
H -1.0194 -3.0870 0.9651 0.09
H 3.1337 -1.2311 -0.9123 0.05
H 5.2254 -2.5533 -0.8269 0.11
H 5.2607 -4.7917 0.1589 0.09
H 3.2251 -5.7678 1.1729 0.10



91
Properties=species:S:1:pos:R:3:lowdin_charge:R:1 method="wB97M-V/def2-TZVPD" homo_energy_ev=-6.41 de_lowest_kcal_mol=54.3 multiplicity=1 max_force_ev_per_a=3.081 total_energy_ha=-3177.9623 lumo_ev=-0.08
Sc 12.0386 8.7905 11.7916 0.98
O 12.0788 6.6909 11.2876 -0.21
C 12.8461 5.7589 12.1031 -0.18
C 14.1304 6.3867 12.5312 -0.14
N 13.8565 7.7040 13.1582 -0.20
C 14.9711 8.6562 12.9030 -0.07
C 14.8520 9.3017 11.5114 -0.54
O 15.7903 9.4984 10.7715 0.09
O 13.6129 9.8170 11.2886 -0.14
C 13.3592 7.7080 14.5141 -0.07
C 11.9742 8.4190 14.6944 -0.50
O 11.5015 8.5255 15.8126 0.09
O 11.3869 8.8979 13.5722 -0.13
H 11.1275 6.3838 11.1403 0.14
H 12.2705 5.4637 12.9424 0.11
H 13.0502 4.8015 11.5709 0.14
H 14.5979 5.6205 13.2320 0.16
H 14.8500 6.4867 11.7281 0.13
H 14.8184 9.4537 13.6260 0.13
H 15.9628 8.2324 13.1420 0.14
H 13.2175 6.7094 14.8814 0.13
H 14.0538 8.3184 15.1214 0.14
C 7.9775 7.2877 13.4556 -0.11
C 7.0425 7.6398 12.2992 -0.58
C 6.5321 6.3873 11.5472 -0.15
P 7.8736 8.6618 10.9850 1.09
C 6.3949 9.5143 10.1339 -0.53
C 6.6262 10.9395 9.7376 -0.12
C 6.1077 8.7234 8.8656 -0.14
C 8.3934 10.0687 11.9696 -0.34
C 7.4855 10.7289 12.8468 -0.06
C 7.6317 12.0709 13.1318 -0.27
C 6.6149 12.9475 13.8351 -0.05
C 8.8781 12.6896 12.7380 -0.01
C 9.9205 11.9513 12.0996 0.00
C 9.6492 10.6316 11.6576 -0.33
N 10.4777 9.8993 10.7912 -0.09
C 10.9347 10.4017 9.6367 -0.32
C 10.5330 11.7053 9.1390 -0.02
C 11.2659 12.2822 8.1203 -0.06
C 12.5874 11.8944 7.8559 -0.26
C 13.5905 12.8310 7.2001 -0.06
C 12.9343 10.5660 8.2383 -0.06
C 12.0047 9.7606 8.8849 -0.39
P 12.0834 7.9899 8.6678 1.09
C 10.6856 7.7220 7.3807 -0.51
C 10.0940 6.3013 7.6206 -0.14
C 9.7024 8.8365 7.1088 -0.12
C 13.4921 7.4328 7.5683 -0.55
C 13.8727 8.2052 6.2947 -0.11
C 14.7316 7.0828 8.3761 -0.12
H 7.3540 6.9800 14.3223 0.09
H 8.5211 8.1738 13.7666 0.05
H 8.6851 6.5245 13.1744 0.06
H 6.1728 8.2128 12.6496 0.08
H 6.8022 6.2984 10.5003 0.02
H 5.4113 6.3812 11.5267 0.08
H 6.8564 5.4439 12.0782 0.08
H 5.5803 9.4542 10.9073 0.12
H 7.5216 11.0020 9.1012 0.08
H 6.7785 11.6586 10.5171 0.05
H 5.7451 11.3049 9.1371 0.10
H 6.9033 8.8326 8.1223 0.05
H 5.2567 9.2104 8.4210 0.07
H 5.9967 7.6474 8.9831 0.06
H 6.6023 10.1774 13.2352 0.12
H 5.6251 12.5271 13.8490 0.07
H 6.6459 13.8433 13.2732 0.06
H 6.8309 13.1590 14.8819 0.08
H 9.1338 13.6538 13.1355 0.10
H 10.8549 12.4760 11.9670 0.12
H 9.7032 12.1844 9.5815 0.09
H 10.8396 13.0767 7.5331 0.11
H 14.4995 12.8589 7.8115 0.08
H 13.1878 13.8221 7.1234 0.06
H 13.8859 12.5385 6.1608 0.08
H 13.9830 10.2582 8.2493 0.12
H 11.2483 7.5906 6.4415 0.09
H 9.4945 6.1718 8.5415 0.05
H 10.9280 5.5527 7.5934 0.07
H 9.3486 6.0706 6.8339 0.07
H 8.9875 9.0992 7.9024 0.04
H 9.0119 8.6449 6.2389 0.09
H 10.2470 9.7567 6.8134 0.08
H 13.0650 6.4498 7.2578 0.09
H 14.6097 8.9313 6.4935 0.05
H 13.0677 8.7390 5.8179 0.06
H 14.3416 7.5201 5.5481 0.09
H 14.9057 7.8047 9.2043 0.05
H 15.5895 7.0810 7.6830 0.08
H 14.5523 6.0726 8.7996 0.08